# 1
C7H41NO18STl | ωB97M-V/def2-TZVPD

Geometry (Å):
Tl (-11.415, -3.384, 41.941)
S (-9.659, -3.589, 45.568)
O (-10.306, -2.320, 45.797)
O (-8.221, -3.287, 45.444)
O (-9.818, -4.588, 46.626)
O (-10.130, -4.120, 44.300)
C (-13.569, -2.352, 47.015)
O (-14.533, -1.434, 46.598)
C (-15.454, -2.072, 45.713)
C (-16.229, -1.007, 44.901)
N (-15.342, -0.385, 43.932)
C (-15.995, 0.692, 43.133)
C (-16.313, 1.990, 43.949)
O (-15.165, 2.571, 44.446)
C (-15.422, 3.862, 44.968)
H (-13.997, -3.297, 47.349)
H (-12.966, -1.953, 47.832)
H (-12.839, -2.612, 46.249)
H (-16.181, -2.592, 46.338)
H (-15.048, -2.803, 45.014)
H (-16.594, -0.220, 45.560)
H (-17.086, -1.462, 44.404)
H (-14.463, -0.107, 44.343)
H (-16.951, 0.324, 42.759)
H (-15.476, 0.953, 42.211)
H (-17.030, 1.799, 44.747)
H (-16.848, 2.628, 43.246)
H (-14.519, 4.376, 45.297)
H (-16.203, 3.765, 45.721)
H (-15.894, 4.374, 44.128)
C (-7.556, -5.802, 49.099)
O (-7.793, -5.973, 47.715)
H (-8.389, -5.457, 49.712)
H (-7.046, -6.681, 49.492)
H (-6.809, -5.009, 49.131)
H (-8.449, -5.386, 47.331)
O (-6.880, -3.469, 43.248)
H (-6.029, -3.530, 43.683)
H (-7.504, -3.332, 43.961)
O (-9.420, -1.266, 48.114)
H (-9.597, -1.448, 47.191)
H (-9.787, -2.016, 48.581)
O (-11.229, -6.314, 42.534)
H (-10.536, -6.415, 43.186)
H (-11.875, -6.982, 42.764)
O (-13.113, -4.709, 44.027)
H (-12.835, -4.991, 44.899)
H (-14.013, -5.023, 43.948)
O (-10.106, -3.676, 49.100)
H (-10.943, -4.063, 49.357)
H (-9.898, -4.090, 48.262)
O (-9.425, -1.402, 42.901)
H (-8.670, -1.340, 42.315)
H (-9.088, -1.133, 43.756)
O (-11.962, -1.446, 44.114)
H (-11.195, -1.541, 44.678)
H (-12.284, -0.563, 44.292)
O (-9.505, -6.945, 44.833)
H (-9.527, -6.043, 45.155)
H (-9.984, -7.447, 45.493)
O (-7.621, -0.591, 45.249)
H (-7.659, -0.232, 46.136)
H (-7.850, -1.515, 45.355)
O (-5.916, -3.747, 46.381)
H (-5.978, -4.623, 46.762)
H (-6.807, -3.546, 46.095)
O (-12.341, -5.416, 46.750)
H (-12.592, -4.785, 47.425)
H (-11.413, -5.245, 46.594)

Properties
charge: +1
DFT total energy: -2270.532636 a.u.
gap between HOMO and LUMO: 0.0681 Ha
HOMO level: -12.1 eV


# 2
C25H52NO4P | ωB97M-V/def2-TZVPD

Geometry (Å):
C (6.056, 2.650, -4.062)
C (5.016, 1.404, -3.994)
C (4.842, 0.814, -2.577)
C (3.991, -0.275, -2.550)
C (3.698, -0.608, -1.222)
C (2.895, -1.792, -1.005)
C (2.686, -2.090, 0.521)
C (1.319, -3.250, 0.487)
C (0.024, -2.563, 0.204)
C (-1.219, -3.343, 0.738)
C (-2.351, -2.750, 0.504)
C (-3.677, -3.310, 0.947)
C (-3.797, -3.426, 2.514)
H (-3.004, -4.547, 2.757)
C (-3.227, -2.478, 3.401)
C (-3.818, -1.110, 3.499)
C (-3.451, -0.040, 4.564)
C (-3.827, 1.314, 4.350)
C (-3.368, 1.774, 3.084)
O (-1.772, 1.730, 3.159)
P (-1.128, 1.399, 1.626)
O (0.383, 0.671, 2.052)
O (-1.981, 0.701, 0.748)
O (-0.659, 2.990, 1.366)
C (-0.144, 3.262, 0.022)
C (1.007, 2.466, -0.198)
C (0.463, 1.439, -0.902)
H (0.016, 0.509, -0.143)
N (-0.354, 1.582, -1.956)
C (0.218, 2.016, -3.133)
H (0.885, 1.092, -3.600)
H (-0.576, 2.202, -4.112)
H (0.777, 2.837, -2.970)
C (-1.194, 0.369, -2.293)
H (-0.436, -0.447, -2.575)
H (-1.857, 0.176, -3.012)
H (-1.796, -0.107, -1.470)
C (-1.335, 2.511, -1.346)
C (-0.883, 3.747, -1.006)
H (-1.568, 4.330, -0.687)
H (-0.317, 4.413, -1.570)
H (-1.905, 2.677, -2.295)
H (-1.971, 2.078, -0.770)
H (1.351, 0.821, -1.335)
H (1.663, 2.121, 0.520)
H (1.617, 3.084, -0.801)
H (0.365, 4.484, 0.661)
H (-3.631, 3.098, 3.185)
H (-3.737, 1.356, 2.088)
H (-4.834, 1.252, 4.171)
H (-3.637, 1.762, 5.165)
H (-2.364, -0.243, 4.427)
H (-3.898, -0.655, 5.526)
H (-3.829, -0.651, 2.576)
H (-5.040, -1.305, 3.769)
H (-1.993, -2.333, 3.461)
H (-3.223, -2.803, 4.467)
H (-4.581, -3.850, 2.888)
H (-4.538, -2.638, 0.956)
H (-3.868, -4.124, 0.856)
H (-2.438, -1.548, 0.962)
H (-2.598, -2.399, -0.437)
H (-1.137, -3.685, 1.746)
H (-1.043, -4.224, 0.121)
H (-0.021, -1.491, 0.915)
H (-0.072, -2.239, -0.699)
H (1.365, -3.482, 1.676)
H (1.568, -4.196, 0.069)
H (2.445, -1.228, 0.973)
H (3.666, -2.719, 1.231)
H (1.972, -1.720, -1.384)
H (3.228, -2.759, -1.424)
H (3.544, 0.108, -0.587)
H (4.763, -1.338, -0.843)
H (2.981, 0.068, -2.989)
H (4.363, -1.158, -3.152)
H (4.571, 1.671, -2.133)
H (5.894, 0.669, -2.251)
H (5.308, 0.480, -4.703)
H (4.195, 1.735, -4.415)
H (7.132, 2.438, -3.760)
H (5.530, 3.551, -3.527)
H (6.296, 3.070, -5.061)

Properties
energy above the lowest of the compared OMol25 structures with the same formula, charge and spin: 28.666 eV
DFT total energy: -1679.920254 a.u.
gap between HOMO and LUMO: 0.2805 Ha
HOMO level: -7.9 eV


# 3
C17H39N3O16P | ωB97M-V/def2-TZVPD

Geometry (Å):
N (4.637, -2.805, -1.097)
C (3.750, -1.769, -1.569)
N (4.199, -1.004, -2.569)
N (2.439, -1.676, -0.948)
O (2.225, -0.474, -0.307)
P (1.194, -2.050, -2.132)
O (1.289, -1.186, -3.381)
O (-0.333, -1.881, -1.493)
O (1.496, -3.648, -2.638)
H (5.011, -3.212, -1.972)
H (4.007, -3.509, -0.678)
H (3.759, -0.937, -3.498)
H (5.085, -0.488, -2.459)
H (3.080, -0.124, 0.019)
H (-0.888, -1.528, -2.227)
H (2.399, -3.664, -3.009)
C (1.099, 1.708, 2.052)
C (1.937, 0.827, 2.959)
O (2.911, 1.591, 3.677)
C (2.432, 2.313, 4.702)
O (1.283, 2.361, 5.057)
O (3.450, 2.989, 5.243)
C (3.058, 3.886, 6.284)
H (1.739, 2.294, 1.387)
H (0.417, 1.105, 1.449)
H (0.506, 2.420, 2.628)
H (2.495, 0.109, 2.352)
H (1.317, 0.251, 3.650)
H (2.489, 3.369, 7.059)
H (2.478, 4.711, 5.867)
H (3.964, 4.291, 6.733)
C (-6.648, 0.919, -2.617)
C (-5.748, 1.994, -2.040)
O (-5.347, 1.676, -0.699)
C (-4.408, 0.732, -0.586)
O (-3.875, 0.143, -1.494)
O (-4.176, 0.533, 0.719)
C (-3.266, -0.531, 0.977)
H (-7.503, 0.741, -1.961)
H (-7.013, 1.211, -3.604)
H (-6.121, -0.031, -2.716)
H (-6.299, 2.934, -1.982)
H (-4.872, 2.170, -2.669)
H (-2.329, -0.390, 0.434)
H (-3.724, -1.485, 0.712)
H (-3.048, -0.536, 2.045)
C (-0.578, 1.110, 7.178)
C (-0.873, -0.021, 6.214)
O (-1.309, -1.200, 6.903)
C (-2.570, -1.169, 7.359)
O (-3.347, -0.259, 7.233)
O (-2.805, -2.320, 8.002)
C (-4.085, -2.375, 8.632)
H (0.137, 0.788, 7.939)
H (-0.171, 1.969, 6.649)
H (-1.479, 1.430, 7.705)
H (0.043, -0.293, 5.686)
H (-1.607, 0.273, 5.458)
H (-4.886, -2.163, 7.923)
H (-4.119, -1.675, 9.469)
H (-4.222, -3.385, 9.018)
C (1.854, -1.004, -6.250)
C (0.974, -1.371, -7.429)
O (0.959, -0.330, -8.411)
C (2.061, -0.238, -9.169)
O (3.034, -0.945, -9.095)
O (1.902, 0.795, -10.005)
C (3.053, 1.073, -10.803)
H (1.551, -0.043, -5.829)
H (1.793, -1.766, -5.473)
H (2.900, -0.905, -6.551)
H (-0.055, -1.490, -7.088)
H (1.277, -2.319, -7.881)
H (3.381, 0.187, -11.348)
H (3.859, 1.456, -10.173)
H (2.780, 1.842, -11.524)

Properties
charge: +1
DFT total energy: -2380.371050 a.u.
gap between HOMO and LUMO: 0.2026 Ha
HOMO level: -12.1 eV


# 4
C6H11FN2 | ωB97M-V/def2-TZVPD

Geometry (Å):
C (-0.331, -0.709, 1.452)
C (-0.536, -0.127, 0.035)
C (-1.708, -0.673, -0.694)
C (-0.782, 1.445, -0.027)
C (0.666, -0.407, -0.860)
C (2.184, -0.006, -0.091)
F (2.951, -1.100, 0.073)
N (2.368, 1.104, 0.816)
N (2.897, 1.252, -0.288)
H (0.167, -0.036, 2.116)
H (0.343, -1.579, 1.501)
H (-1.325, -0.791, 1.818)
H (-1.496, -1.732, -0.839)
H (-2.715, -0.525, -0.283)
H (-1.706, -0.463, -1.847)
H (0.086, 2.015, 0.494)
H (-1.679, 1.720, 0.544)
H (-0.856, 1.797, -1.087)
H (0.713, -1.520, -1.208)
H (0.760, 0.335, -1.626)

Properties
energy above the lowest of the compared OMol25 structures with the same formula, charge and spin: 2.584 eV
DFT total energy: -444.475913 a.u.
gap between HOMO and LUMO: 0.3882 Ha
HOMO level: -10.2 eV
SMILES string: CC(C)(C)CC1(F)N=N1